Entry 1:
This record from the Open Molecules 2025 dataset describes a single C5H5P5 molecule at a distorted geometry. The level of theory is wB97M-V/def2-TZVPD.

net charge = 0
molecular weight = 219.97 u
electronic energy = -51706.520 eV
energy above the lowest of the compared OMol25 structures with the same formula, charge and spin = 1.0537 eV
orbital gap = 6.4 eV

Element x y z (Å)
H 1.53 1.71 1.00
C 0.34 0.19 2.00
C -0.65 -0.89 1.95
H 0.48 0.43 2.99
P 1.54 0.48 -3.43
H -0.21 1.46 -1.03
P -0.57 0.57 -3.64
P 2.13 0.96 -1.54
C 0.82 0.86 0.88
H -1.87 -2.04 0.82
C 0.43 0.72 -0.56
C -1.03 -1.40 0.77
P -1.64 -0.64 -2.28
P -0.10 -1.15 -0.77
H -1.19 -1.28 2.83

Formally, the Mulliken partial charges of the atoms, in units of the elementary charge, are as follows:
1. H 0.26
2. C -0.43
3. C -0.32
4. H 0.38
5. P -0.04
6. H 0.60
7. P -0.03
8. P 0.14
9. C -0.48
10. H 0.38
11. C -0.43
12. C -0.44
13. P 0.05
14. P 0.02
15. H 0.32

Entry 2:
This record from the Open Molecules 2025 dataset describes a single C23H27N3S2 molecule at a distorted geometry. The level of theory is wB97M-V/def2-TZVPD.

net charge = 0
molecular weight = 409.62 u
electronic energy = -50429.469 eV
energy above the lowest of the compared OMol25 structures with the same formula, charge and spin = 0.0000 eV
orbital gap = 8.1 eV

Element x y z (Å)
C 1.48 1.46 3.22
S 1.27 -2.15 -1.47
H -0.80 -3.04 -2.75
C 1.86 1.61 0.63
C -2.71 -2.32 -3.43
C 3.38 2.49 2.11
N -3.50 -1.11 -3.36
H 0.97 -2.91 2.61
H -3.44 0.90 -3.74
C 3.26 2.57 4.48
H -1.16 -4.33 2.96
C -4.77 -1.20 -4.05
C 3.93 2.92 3.30
H 5.48 3.84 1.30
C -1.50 -2.23 -2.52
H -3.35 -3.16 -3.11
C 0.63 1.02 0.03
H -2.35 -2.53 -4.46
N 3.78 2.77 0.80
H 4.52 4.56 0.00
H 1.97 -1.05 1.30
H -1.83 -2.34 -1.47
H 1.55 1.59 5.37
H -2.71 -3.45 3.02
H 3.00 2.34 -1.16
C 0.06 -0.18 0.78
H 0.53 0.93 3.16
C 4.88 3.61 0.42
S 0.97 0.77 -1.68
H -1.97 0.64 -1.89
H 5.50 3.11 -0.34
C 0.39 -0.86 -2.01
H -0.95 1.07 -3.30
H -4.67 -1.36 -5.14
C -1.06 -2.32 2.20
C -1.58 0.28 -2.86
C 0.33 -2.18 2.11
C 2.05 1.85 4.44
C -2.75 0.05 -3.79
N -0.80 -0.95 -2.72
H -2.96 -1.61 1.44
H -5.37 -2.01 -3.63
H -1.41 -3.08 4.18
C 0.89 -1.12 1.39
H 4.86 3.49 3.29
C -1.62 -3.35 3.13
C -1.32 -0.36 0.80
C -1.88 -1.45 1.47
H 3.68 2.86 5.44
H -1.96 0.38 0.31
C 2.87 2.23 -0.09
C 2.15 1.77 2.03
H -0.16 1.79 -0.01
H -5.29 -0.24 -3.90
H -2.38 -0.05 -4.83

Formally, the Mulliken partial charges of the atoms, in units of the elementary charge, are as follows:
1. C -0.10
2. S -0.26
3. H 0.53
4. C 0.00
5. C -0.96
6. C -0.08
7. N -0.01
8. H 0.37
9. H 0.48
10. C -0.59
11. H 0.35
12. C -1.05
13. C -0.84
14. H 0.31
15. C -0.47
16. H 0.46
17. C 1.62
18. H 0.36
19. N 0.17
20. H 0.32
21. H 0.55
22. H 0.11
23. H 0.38
24. H 0.37
25. H 0.46
26. C -0.24
27. H 0.49
28. C -0.99
29. S -0.54
30. H -0.01
31. H 0.32
32. C 0.33
33. H 0.41
34. H 0.36
35. C 1.05
36. C -0.16
37. C -0.70
38. C -0.96
39. C -1.04
40. N 0.07
41. H 0.31
42. H 0.33
43. H 0.29
44. C -0.03
45. H 0.21
46. C -1.53
47. C -0.48
48. C -1.15
49. H 0.37
50. H 0.39
51. C -1.20
52. C 0.35
53. H 0.52
54. H 0.35
55. H 0.38

Entry 3:
This record from the Open Molecules 2025 dataset describes an isolated ion of composition C5H12NO and charge +1 at a distorted geometry. The level of theory is wB97M-V/def2-TZVPD.

net charge = +1
molecular weight = 102.16 u
electronic energy = -8906.521 eV
energy above the lowest of the compared OMol25 structures with the same formula, charge and spin = 4.1077 eV
orbital gap = 5.8 eV

Element x y z (Å)
H 0.83 -3.06 -1.34
H 0.60 0.43 1.90
H -1.22 2.37 0.72
H 2.20 2.40 1.17
C 0.49 0.29 -0.23
H -1.36 -0.51 0.32
N -1.09 1.54 1.29
C 1.11 2.35 1.16
H 1.53 0.11 -0.36
H -1.12 -1.26 -2.11
H 0.21 0.94 -1.06
H 0.66 3.34 1.11
H -1.12 2.01 2.20
C -0.42 -0.91 -0.07
C -0.70 -1.81 -1.25
C 0.37 1.15 1.09
H -0.02 -1.58 0.70
H -1.44 -2.56 -0.99
O 0.47 -2.34 -1.86

Formally, the Mulliken partial charges of the atoms, in units of the elementary charge, are as follows:
1. H 0.32
2. H 0.38
3. H 0.27
4. H 0.29
5. C -0.56
6. H 0.45
7. N -0.64
8. C -0.27
9. H 0.42
10. H 0.34
11. H 0.35
12. H 0.26
13. H 0.31
14. C -0.47
15. C -0.79
16. C 0.20
17. H 0.28
18. H 0.36
19. O -0.51

Entry 4:
This record from the Open Molecules 2025 dataset describes C55H92BF9N12NbO2S2 as an isolated structure at a distorted geometry. The level of theory is wB97M-V/def2-TZVPD.

net charge = -1
molecular weight = 1292.26 u
electronic energy = -128831.223 eV
orbital gap = 6.3 eV

Element x y z (Å)
C -1.22 2.49 -7.07
F -1.60 0.24 1.64
H 0.96 0.45 8.46
H 3.34 -3.40 -1.87
H 3.48 -1.63 0.41
H -2.10 2.48 -7.72
N -4.25 -0.98 -3.52
C 2.48 -5.18 -7.69
H 1.70 6.35 1.42
H -2.83 -4.51 1.98
N -4.87 -2.15 -1.30
H 4.58 -3.98 -9.19
C -4.77 -3.10 -0.08
N -4.93 1.89 -6.40
H -0.36 5.56 12.05
H -2.97 -2.67 -2.70
H -6.45 3.21 11.00
C -3.86 1.94 -5.75
C 7.30 -6.83 -3.82
H 1.98 -4.28 -7.32
S -4.06 -2.27 1.47
C -5.96 -1.09 -1.49
C 6.87 -8.30 -3.80
H -4.82 -1.16 -11.17
H 6.07 -8.47 -3.07
H -6.51 6.27 11.27
H -1.99 3.95 -5.70
C -6.06 5.32 10.94
H 0.66 0.69 5.41
H -0.38 6.73 0.08
H -3.19 -0.56 -9.37
C 3.39 -2.66 -4.57
H -2.18 2.21 11.63
H 1.28 6.80 -2.18
H -1.70 1.64 13.22
C -0.45 -0.81 6.48
H 3.00 7.04 -2.54
C -0.85 3.56 12.71
H 1.66 3.11 -1.36
F -0.75 1.90 -0.96
H 5.20 -2.50 0.66
C -5.14 -0.54 -10.32
C 2.71 -5.10 -9.20
H 3.18 -6.03 -9.55
C 0.81 6.77 1.91
N 1.70 5.78 -5.30
H -0.63 3.79 13.76
H -2.77 2.36 -3.95
H -0.51 5.28 1.06
H 3.24 -4.80 -0.04
C 6.83 -6.51 -1.39
H 4.20 -4.43 1.51
N -1.44 -1.57 6.59
C -0.59 -2.54 2.94
C 0.75 0.11 6.34
H 3.42 4.59 -2.30
C -3.93 0.18 -9.71
C 1.39 4.01 -1.93
C -3.17 -3.56 2.56
B 0.48 -4.63 -1.04
H -5.57 -1.22 -9.57
H -2.06 -3.28 4.51
H -6.87 -0.84 -0.80
N 4.93 -5.47 -6.39
C 1.09 8.92 0.67
C 0.44 -1.44 -0.06
F -1.77 2.78 1.01
H 6.79 -2.16 -2.02
F 1.75 0.67 -0.05
H -0.30 -1.42 3.06
H 1.85 -6.04 -7.45
C 4.09 -2.61 0.21
N -4.70 3.78 14.16
C 1.91 6.03 -4.08
N 5.96 -6.62 -0.48
C 3.57 -3.92 -9.61
F -0.79 -1.04 -0.85
H -0.55 2.55 6.81
H -0.47 -5.05 1.61
C 3.69 -1.54 -3.42
H -6.03 0.55 -3.48
H 7.71 -8.95 -3.54
H -1.34 6.76 1.58
C 6.00 -1.91 -2.86
H 0.06 3.11 12.28
C 2.51 5.04 -1.88
C 2.09 -3.73 1.77
C 0.84 1.04 7.55
C -2.56 2.00 -4.96
H -0.49 3.17 -7.52
C -7.14 4.06 12.87
H -7.89 4.21 10.85
H -1.68 -3.32 0.24
H -5.05 5.26 11.37
H -0.65 3.00 -5.06
H -0.95 -3.43 -2.35
H 6.49 -8.59 -4.78
H 1.51 -6.19 -0.14
H -0.28 2.60 8.56
H 1.74 -5.03 -9.70
H -2.08 5.32 12.40
H -6.58 1.05 -9.97
H 4.09 -3.60 -4.45
C -0.50 2.17 0.48
C -1.19 4.85 11.97
H 1.18 3.69 -2.96
N -1.66 4.30 9.28
H 2.28 -3.08 -4.57
C -0.40 1.93 7.70
H 1.85 8.52 2.64
H -0.78 1.48 -7.07
H -7.64 4.96 13.23
N 4.61 -1.68 -2.23
H 3.68 -3.88 -10.70
N -2.77 1.84 -11.61
H 0.75 6.32 2.91
C -3.30 1.09 -10.75
C -1.45 4.55 10.50
C 3.35 -3.99 0.79
C -6.92 4.14 11.35
H -7.07 -0.13 -11.20
H -0.13 -4.89 -3.33
H 1.66 -0.49 6.27
H 8.19 -5.32 -2.55
F 0.55 3.23 0.72
H -2.89 2.94 13.09
C -0.26 0.82 1.40
C 0.89 -0.20 0.86
S -5.27 -4.74 -0.14
H -1.30 1.34 7.87
H -4.24 0.77 -8.84
H 6.37 -0.97 -3.46
C 0.96 8.29 2.05
H -5.86 1.08 -11.60
H -4.03 -3.94 3.30
H 0.09 8.71 2.56
C 0.05 -4.04 -2.54
C -6.22 0.42 -10.80
H 2.01 -4.70 2.46
C -1.97 2.53 12.65
H 0.12 -3.12 3.71
C -0.43 6.37 1.11
H 8.05 -6.69 -4.60
C -3.93 -2.04 -2.48
H 2.73 5.27 -0.83
H 2.42 -2.88 2.55
H 6.44 -6.21 -4.09
C -5.81 3.90 13.57
C -2.09 -2.76 3.44
H 1.72 1.68 7.45
Nb 0.01 -3.45 0.90
H 5.19 -3.74 -1.53
C -1.57 2.94 -5.66
H 0.82 -3.27 -2.97
C -5.52 -0.36 -2.91
C 2.17 6.33 -2.62
N 1.20 9.44 -0.47
F 1.47 -1.57 -1.16
F 1.80 -0.49 1.99
H -7.78 3.20 13.11
H -5.95 5.36 9.85
H 3.53 -2.17 -5.65
C 7.88 -6.36 -2.48
H -2.14 0.99 -4.88
H 3.12 -2.97 -9.28
H 0.46 4.41 -1.50
O 1.15 -5.97 -1.06
H 6.00 -2.82 -3.60
C 4.33 -2.92 -1.41
C 3.82 -5.34 -6.98
F 0.22 1.33 2.73
H -2.56 -1.68 3.67
H 8.76 -6.96 -2.21
O 3.05 -0.35 -3.56

These are the Mulliken partial charges, in e, on atoms 1 to 99:
1. C -1.19
2. F -0.19
3. H 0.30
4. H -0.11
5. H -0.12
6. H 0.28
7. N -0.41
8. C -0.24
9. H 0.12
10. H 0.30
11. N 0.24
12. H 0.34
13. C -0.12
14. N -0.61
15. H 0.30
16. H 0.14
17. H 0.29
18. C 0.14
19. C -0.12
20. H 0.24
21. S 0.01
22. C -0.31
23. C -1.25
24. H 0.31
25. H 0.34
26. H 0.31
27. H 0.31
28. C -0.93
29. H -0.12
30. H 0.21
31. H 0.32
32. C -0.32
33. H 0.32
34. H 0.07
35. H 0.33
36. C 0.29
37. H 0.33
38. C -0.51
39. H -0.15
40. F -0.16
41. H 0.40
42. C -0.54
43. C -0.46
44. H 0.29
45. C -0.27
46. N -0.53
47. H 0.31
48. H 0.20
49. H -0.13
50. H 0.10
51. C 0.21
52. H 0.28
53. N -0.56
54. C 0.18
55. C 0.14
56. H 0.34
57. C 0.09
58. C -0.46
59. C -0.54
60. B 0.40
61. H 0.33
62. H 0.27
63. H 0.29
64. N -0.56
65. C 0.28
66. C 1.03
67. F -0.31
68. H 0.31
69. F -0.35
70. H -0.41
71. H 0.33
72. C -0.23
73. N -0.58
74. C 0.12
75. N -0.53
76. C -1.13
77. F -0.31
78. H 0.29
79. H -0.03
80. C 0.28
81. H 0.28
82. H 0.31
83. H 0.40
84. C -0.73
85. H 0.33
86. C -0.59
87. C -0.63
88. C -0.60
89. C 0.06
90. H 0.40
91. C -0.39
92. H 0.31
93. H 0.43
94. H 0.16
95. H 0.12
96. H -0.28
97. H 0.35
98. H 0.29
99. H 0.18